(w)
Entry from the OMol25 dataset: one molecule with the formula C6H7ClO (wB97M-V/def2-TZVPD).

Values from the calculation:
- LUMO energy (eV) = 0.84
- HOMO-LUMO gap (eV) = 9.1

The geometry in XYZ format:
```
15
C6H7ClO | the OMol25 dataset | wB97M-V/def2-TZVPD
C 2.1662 1.3263 -0.1298
C 1.4807 -0.0841 -0.1029
Cl 2.4223 -1.5873 0.1070
C 0.2200 -0.2970 -0.0446
C -0.8911 0.6134 0.0422
C -2.0682 -0.0062 0.1384
C -1.7384 -1.4512 0.0186
O -0.4320 -1.5202 -0.3772
H 2.4987 1.5030 0.9381
H 3.1568 1.0658 -0.6832
H 1.4017 2.0605 -0.4005
H -0.7447 1.7872 -0.0085
H -3.1037 0.5429 0.4884
H -1.9502 -2.0826 0.8397
H -2.4180 -1.8704 -0.8258
```

(x)
Entry from the OMol25 dataset: one molecule with the formula C6H7ClO (wB97M-V/def2-TZVPD).

Values from the calculation:
- LUMO energy (eV) = 0.94
- HOMO-LUMO gap (eV) = 10.7

The geometry in XYZ format:
```
15
C6H7ClO | the OMol25 dataset | wB97M-V/def2-TZVPD
Cl -2.9012 0.1386 0.3917
C -1.4272 0.1047 -0.6333
C -0.7300 -1.2420 -0.6638
C 0.4824 -1.3859 -0.1413
C 1.2738 -0.4056 0.6209
C 0.8173 1.0583 0.6176
O 0.6693 1.6691 -0.6494
C -0.4945 1.3710 0.0434
H -1.5413 0.4293 -1.6533
H -1.2396 -2.0393 -1.4066
H 1.0602 -2.3452 -0.1460
H 1.4192 -0.7448 1.6531
H 2.2595 -0.3421 0.2531
H 1.4159 1.5352 1.2927
H -1.0639 2.1988 0.4213
```

Relative to the most stable one, in hartree, the structures come out at (w) 0.0105; (x) 0.0000.

(w)
Entry from the OMol25 dataset: C2H8N6 as an isolated structure (wB97M-V/def2-TZVPD).

Values from the calculation:
- LUMO energy (eV) = 0.40
- HOMO-LUMO gap (eV) = 9.5

The geometry in XYZ format:
```
16
C2H8N6 | the OMol25 dataset | wB97M-V/def2-TZVPD
C 0.0278 0.1796 -0.1513
C 1.2966 -0.0485 0.6813
H -1.2206 0.2990 -2.0838
H -1.2074 2.0278 -2.1006
H 1.1574 0.7613 -1.5647
H -2.1622 -0.2334 1.7245
H -2.4433 -1.8178 0.6032
H 1.9377 -1.5800 1.9078
H 0.1647 -1.4272 1.4246
H 2.0276 1.6316 0.3343
N -0.6930 1.1442 -2.3395
N 0.2945 1.0274 -1.2199
N -1.1634 -0.2968 -0.1150
N -1.5653 -1.1273 0.9789
N 1.2731 -1.3414 1.1084
N 2.2756 0.8016 0.8118
```

(x)
Entry from the OMol25 dataset: one molecule with the formula C2H8N6 (wB97M-V/def2-TZVPD).

Values from the calculation:
- LUMO energy (eV) = 0.95
- HOMO-LUMO gap (eV) = 8.7

The geometry in XYZ format:
```
16
C2H8N6 | the OMol25 dataset | wB97M-V/def2-TZVPD
C -2.7566 -1.0333 0.6184
N -1.6825 -0.6621 -0.1043
N -0.5939 -0.3982 0.6644
C 0.5399 0.2313 -0.0104
N 1.2687 -0.0356 -1.0988
N 0.9258 -1.1417 -1.8534
N 0.9046 1.1740 0.9603
N 1.9921 1.9816 0.5730
H -2.9342 -1.1739 1.7127
H -3.7162 -1.0795 -0.1680
H -0.4479 -0.6279 1.6307
H -0.1180 -1.3779 -2.1183
H 1.4660 -1.1130 -2.7846
H 0.0021 1.6667 1.2145
H 3.0205 1.7949 1.1272
H 2.1297 1.7947 -0.3636
```

(y)
Entry from the OMol25 dataset: C2H8N6 as an isolated structure (wB97M-V/def2-TZVPD).

Values from the calculation:
- LUMO energy (eV) = 0.37
- HOMO-LUMO gap (eV) = 8.5

The geometry in XYZ format:
```
16
C2H8N6 | the OMol25 dataset | wB97M-V/def2-TZVPD
C -0.9242 -0.9073 -0.3106
C -0.0283 1.3525 0.3636
H -1.4992 -4.0588 -1.4177
H -2.3668 -3.0053 0.2026
H -2.0022 -0.5649 -0.7300
H 2.2818 -0.0832 -0.6104
H 1.2330 -1.7662 0.1887
H -1.1174 1.8009 -0.1222
H 1.9072 3.5346 0.3702
H 0.8253 3.4063 1.8428
N -1.8887 -2.9769 -1.0874
N -0.6965 -2.1103 -0.8030
N 0.0965 0.0000 0.0712
N 1.5372 -0.4530 0.4020
N 0.9750 1.9601 0.6661
N 0.8985 3.3036 0.7451
```

Relative to the most stable one, in hartree, the structures come out at (w) 0.0000; (x) 0.0435; (y) 0.2189.

(w)
Entry from the OMol25 dataset: a 2-piece molecular cluster, C6H16N overall (wB97M-V/def2-TZVPD).

Values from the calculation:
- LUMO energy (eV) = -5.05
- charge = +1
- HOMO-LUMO gap (eV) = 9.9

The geometry in XYZ format:
```
23
C6H16N | the OMol25 dataset | wB97M-V/def2-TZVPD
C 2.7390 0.5270 1.4652
C 2.0945 -1.1502 -0.1719
N 1.9841 0.0149 0.3197
H 2.0176 0.7155 2.2595
H 3.2015 1.4659 1.1822
H 3.4399 -0.2223 1.8076
H 2.7945 -1.8628 0.2468
H 1.4854 -1.4121 -1.0252
H 1.1281 0.5224 0.0666
C -0.9160 1.4588 0.8523
C -2.1146 -1.3400 -1.6182
C -1.1346 -0.5047 -0.7943
C -1.7799 0.7743 -0.2234
H -0.6998 0.7943 1.6925
H -1.4257 2.3173 1.2883
H -0.0050 1.8771 0.4091
H -1.7001 -2.3132 -1.8788
H -2.3699 -0.8667 -2.5673
H -3.0358 -1.4549 -1.0489
H -0.3160 -0.1728 -1.4523
H -0.7427 -1.1483 -0.0009
H -1.9125 1.4954 -1.0271
H -2.7321 0.4853 0.2185
```

(x)
Entry from the OMol25 dataset: a 2-piece molecular cluster, C6H16N overall (wB97M-V/def2-TZVPD).

Values from the calculation:
- LUMO energy (eV) = -3.90
- charge = +1
- HOMO-LUMO gap (eV) = 10.3

The geometry in XYZ format:
```
23
C6H16N | the OMol25 dataset | wB97M-V/def2-TZVPD
C -0.9664 -1.4291 -0.4007
C -1.1444 -0.9088 1.0328
C -1.3845 0.6053 1.0531
C -2.3236 -1.6206 1.6887
H -1.0135 -2.5165 -0.4158
H -1.7667 -1.0515 -1.0390
H -0.0176 -1.1155 -0.8333
H -0.2416 -1.1278 1.6111
H -1.8766 0.9135 1.9732
H -2.0414 0.8703 0.2221
H -0.4620 1.1805 0.9690
H -2.1492 -2.6932 1.7781
H -2.5131 -1.2343 2.6894
H -3.2334 -1.4815 1.1016
C 1.7041 0.8014 -0.8389
C 0.8554 1.4215 -1.6203
N 3.1578 1.1746 -0.9710
H 1.5325 0.1378 -0.0070
H -0.2075 1.2433 -1.5542
H 1.1886 2.2086 -2.2853
H 3.5066 0.8439 -1.8746
H 3.2898 2.1883 -0.9537
H 3.7445 0.7628 -0.2439
```

Relative to the most stable one, in hartree, the structures come out at (w) 0.0000; (x) 0.0095.

(w)
Entry from the OMol25 dataset: an isolated ion of composition C6H16N and charge +1 (wB97M-V/def2-TZVPD).

Values from the calculation:
- LUMO energy (eV) = -3.35
- charge = +1
- HOMO-LUMO gap (eV) = 11.7

The geometry in XYZ format:
```
23
C6H16N | the OMol25 dataset | wB97M-V/def2-TZVPD
C -1.3858 0.3170 -1.7472
C -1.4015 0.5544 -0.2387
C -1.9984 -0.6067 0.5489
C 0.0056 0.9705 0.2468
C 1.1779 -0.0102 -0.0485
C 2.5361 0.4768 0.3905
N 0.9164 -1.3394 0.6766
H -0.8351 -0.5946 -1.9822
H -2.3785 0.2586 -2.1885
H -0.8592 1.1577 -2.2013
H -1.9165 1.4789 0.0534
H -3.0547 -0.5330 0.8044
H -1.5481 -0.6788 1.5478
H -1.9137 -1.6221 0.1304
H 0.0892 1.0100 1.3445
H 0.1709 1.9993 -0.0564
H 1.1462 -0.2282 -1.1145
H 3.2339 -0.3605 0.2688
H 2.5901 0.6600 1.4706
H 2.8487 1.3952 -0.0944
H 1.6695 -2.0256 0.6439
H 0.0597 -1.8156 0.3819
H 0.8146 -0.9791 1.6224
```

(x)
Entry from the OMol25 dataset: a 2-piece molecular cluster, C6H16N overall (wB97M-V/def2-TZVPD).

Values from the calculation:
- LUMO energy (eV) = -6.79
- charge = +1
- HOMO-LUMO gap (eV) = 8.1

The geometry in XYZ format:
```
23
C6H16N | the OMol25 dataset | wB97M-V/def2-TZVPD
C -2.0511 0.2787 -1.1128
C -0.5393 0.1360 -0.9746
C -0.0854 -0.2359 0.3666
C 1.1625 0.1473 0.9123
C 1.8949 -0.9927 1.6225
C 0.8870 1.2867 1.9696
N 0.0575 -0.8461 -1.9128
H -2.5291 -0.5948 -0.6523
H -2.4146 1.1525 -0.5705
H -2.3517 0.3207 -2.1537
H -0.0802 1.0998 -1.2284
H -5.4895 0.9147 -3.8084
H -0.5868 -1.1503 0.7125
H 1.7764 0.6332 0.1517
H 2.1755 -1.7984 0.9470
H 1.1978 -1.4145 2.3530
H 2.7585 -0.6145 2.1531
H 0.4728 2.1305 1.4087
H 0.1176 1.0344 2.6959
H 1.7987 1.6393 2.4376
H 0.5381 -1.6171 -1.4491
H -5.7500 1.6039 -3.6870
H 0.7858 -0.3478 -2.4175
```

Relative to the most stable one, in hartree, the structures come out at (w) 0.0000; (x) 0.1221.

(w)
Entry from the OMol25 dataset: C6H16N as an isolated structure (wB97M-V/def2-TZVPD).

Values from the calculation:
- LUMO energy (eV) = -5.53
- charge = +1
- HOMO-LUMO gap (eV) = 8.2

The geometry in XYZ format:
```
23
C6H16N | the OMol25 dataset | wB97M-V/def2-TZVPD
C 1.1544 1.1688 2.3385
C 0.2887 0.3905 1.3757
C 0.7282 -0.0820 0.1384
C -0.6468 1.2281 0.3357
C -1.8485 0.5164 -0.3548
C -1.7245 0.4772 -1.8683
N 1.7591 -2.9905 -1.4416
H 1.6971 2.0451 1.9854
H 0.5133 1.5258 3.1304
H 1.8555 0.4919 2.8056
H -0.4179 -0.2125 1.9363
H 1.3419 0.4638 -0.5624
H 0.6929 -1.1497 -0.0942
H -0.0712 1.9380 -0.2623
H -1.0479 2.0074 0.9907
H -1.9330 -0.4680 0.1015
H -2.7385 1.0774 -0.0725
H -1.2095 -0.4256 -2.2041
H -1.0846 1.2926 -2.2028
H -2.6617 0.6021 -2.3958
H 2.6981 -3.3611 -1.4931
H 1.4305 -3.1601 -0.4984
H 1.1553 -3.5662 -2.0186
```

(x)
Entry from the OMol25 dataset: a 2-piece molecular cluster, C6H16N overall (wB97M-V/def2-TZVPD).

Values from the calculation:
- LUMO energy (eV) = -3.05
- charge = +1
- HOMO-LUMO gap (eV) = 10.2

The geometry in XYZ format:
```
23
C6H16N | the OMol25 dataset | wB97M-V/def2-TZVPD
C 0.0804 -1.7189 0.0620
C -1.1624 -1.2522 0.1881
C -2.1408 -0.9956 -0.9278
C 1.0408 -1.8910 1.2010
H 0.4230 -2.0747 -0.9067
H -1.5364 -1.0619 1.1848
H -2.4528 -1.9187 -1.4269
H -3.0585 -0.5670 -0.5348
H -1.7202 -0.3652 -1.7160
H 0.7040 -1.4013 2.1165
H 2.0393 -1.5620 0.9154
H 1.1392 -2.9478 1.4657
C -0.1525 2.5648 0.4292
N 0.7061 1.3537 0.2282
C 1.3810 1.3113 -1.0964
H -0.6138 2.4871 1.4094
H 0.4617 3.4523 0.3656
H -0.9216 2.5492 -0.3366
H 0.1196 0.4965 0.3330
H 1.4107 1.3199 0.9647
H 0.6302 1.3343 -1.8772
H 1.9489 0.3903 -1.1796
H 2.0378 2.1682 -1.1799
```

Relative to the most stable one, in hartree, the structures come out at (w) 0.0937; (x) 0.0000.

(w)
Entry from the OMol25 dataset: a 2-piece molecular cluster, C2H11N4O overall (wB97M-V/def2-TZVPD).

Values from the calculation:
- LUMO energy (eV) = -3.43
- charge = +1
- HOMO-LUMO gap (eV) = 10.3

The geometry in XYZ format:
```
18
C2H11N4O | the OMol25 dataset | wB97M-V/def2-TZVPD
C 0.7936 1.6944 0.3020
C 0.3119 0.2652 0.5053
N 0.8498 -0.3906 1.6056
N -1.7202 0.6595 -0.7527
N -0.8604 -0.1162 0.1166
N -1.3220 -1.4055 0.3283
O 1.5032 -1.1553 -1.1644
H 1.8597 1.8359 0.4094
H 0.4620 2.4783 1.0032
H 0.4504 2.0373 -0.7303
H 1.7288 -0.0500 1.8926
H 0.6218 -1.2739 1.8555
H -1.3357 1.5176 -0.9283
H -2.0899 0.1106 -1.5615
H -2.0215 -1.3850 1.0232
H 0.8886 -0.9493 -1.9358
H -1.7488 -1.7607 -0.6630
H 1.6287 -2.1121 -1.3055
```

(x)
Entry from the OMol25 dataset: a 2-piece molecular cluster, C2H11N4O overall (wB97M-V/def2-TZVPD).

Values from the calculation:
- LUMO energy (spin up / spin down) (eV) = -4.94 / -4.94
- charge = +1
- HOMO-LUMO gap (spin up / spin down) (eV) = 7.5 / 7.5

The geometry in XYZ format:
```
18
C2H11N4O | the OMol25 dataset | wB97M-V/def2-TZVPD
C 1.7156 0.3561 -0.6460
C -1.5082 -0.4842 1.1721
N 1.0092 1.2810 0.1741
N -1.8575 0.6676 -0.7226
N 1.6280 -1.0582 -0.2123
N 0.2988 -1.5294 -0.0409
O -2.1946 -0.3992 0.0635
H 1.2733 0.3939 -1.6142
H 2.8495 0.4653 -0.6364
H -1.5549 -1.3893 1.7341
H -1.2152 0.5785 1.5638
H 0.3356 1.7455 -0.3680
H 1.5045 1.7841 0.8916
H -1.8438 1.5472 -0.1009
H -2.5640 0.8789 -1.4447
H 2.1127 -1.0839 0.6708
H -0.2853 -1.2646 -0.8610
H 0.2965 -2.4895 0.3771
```

Relative to the most stable one, in hartree, the structures come out at (w) 0.0000; (x) 0.1149.

(w)
Entry from the OMol25 dataset: a 2-piece molecular cluster, CCl2N2O2 overall (wB97M-V/def2-TZVPD).

Values from the calculation:
- LUMO energy (eV) = -1.08
- HOMO-LUMO gap (eV) = 8.3

The geometry in XYZ format:
```
7
CCl2N2O2 | the OMol25 dataset | wB97M-V/def2-TZVPD
C 1.8385 -0.5140 0.1151
N -0.5605 1.2806 0.1790
N -1.0814 0.1963 -0.0428
O -1.3216 -0.7319 -0.7352
O -1.1705 0.4223 1.2956
Cl 2.9191 -1.6641 -0.1718
Cl 2.3273 1.1574 -0.0431
```

(x)
Entry from the OMol25 dataset: one molecule with the formula CCl2N2O2 (wB97M-V/def2-TZVPD).

Values from the calculation:
- LUMO energy (eV) = -0.50
- HOMO-LUMO gap (eV) = 10.8

The geometry in XYZ format:
```
7
CCl2N2O2 | the OMol25 dataset | wB97M-V/def2-TZVPD
O -1.6052 0.2380 1.1511
N -1.3291 0.1119 -0.0048
O -2.1089 -0.1812 -0.9099
N -0.0141 0.5645 -0.3021
C 1.1023 0.0319 -0.1244
Cl 2.4766 0.9653 0.2318
Cl 1.4783 -1.7305 -0.0417
```

(y)
Entry from the OMol25 dataset: a 2-piece molecular cluster, CCl2N2O2 overall (wB97M-V/def2-TZVPD).

Values from the calculation:
- LUMO energy (eV) = -1.62
- HOMO-LUMO gap (eV) = 7.9

The geometry in XYZ format:
```
7
CCl2N2O2 | the OMol25 dataset | wB97M-V/def2-TZVPD
C -1.4173 -0.0623 0.0437
N 0.6788 -0.8146 0.3519
N 1.4046 0.0455 -0.1107
O 1.4185 1.0875 -0.6532
O 2.3655 -0.7614 0.3011
Cl -2.7172 -1.0516 -0.1478
Cl -1.7329 1.5570 0.2151
```

Relative to the most stable one, in hartree, the structures come out at (w) 0.1935; (x) 0.0000; (y) 0.1826.